(1)
The following is a quantum chemistry calculation of C15H31O14Zn as an isolated structure at a distorted geometry, from the Open Molecules 2025 dataset.

Last column: Mulliken charge in e.
Positions of all 61 atoms, in Å:
1 Zn 0.92 -1.26 1.28  1.15
2 O -0.67 -0.74 0.50  -0.50
3 H -0.84 0.20 0.54  0.12
4 C -1.12 2.36 -0.74  -0.44
5 O -1.84 2.88 -1.82  -0.41
6 C -2.94 3.54 -1.45  0.74
7 O -3.35 3.59 -0.32  -0.56
8 O -3.57 4.08 -2.47  -0.31
9 C -3.04 3.95 -3.77  -0.56
10 H -0.96 3.09 0.06  0.50
11 H -0.17 1.92 -1.03  0.04
12 H -1.70 1.55 -0.29  0.28
13 H -2.04 4.38 -3.84  0.27
14 H -3.70 4.48 -4.45  0.27
15 H -2.97 2.91 -4.10  0.23
16 C 3.36 1.74 2.33  -0.51
17 O 3.50 1.95 0.92  -0.38
18 C 2.89 1.13 0.12  0.70
19 O 2.21 0.18 0.47  -0.28
20 O 3.15 1.46 -1.11  -0.37
21 C 2.66 0.61 -2.17  -0.44
22 H 3.58 0.71 2.58  0.28
23 H 2.37 2.00 2.68  0.12
24 H 4.07 2.41 2.81  0.33
25 H 1.61 0.36 -2.06  0.05
26 H 3.28 -0.28 -2.22  0.34
27 H 2.83 1.14 -3.10  0.29
28 C 1.25 -2.93 4.48  -0.46
29 O -0.12 -3.23 4.23  -0.32
30 C -0.51 -3.24 2.98  1.16
31 O 0.21 -3.01 2.00  -0.82
32 O -1.75 -3.54 2.89  -0.36
33 C -2.30 -3.54 1.55  -0.54
34 H 1.91 -3.55 3.87  0.33
35 H 1.41 -3.12 5.54  0.25
36 H 1.45 -1.88 4.28  0.00
37 H -3.30 -3.97 1.64  0.29
38 H -1.68 -4.14 0.89  0.29
39 H -2.36 -2.53 1.16  0.17
40 C -1.18 -0.71 -3.35  -0.42
41 O -1.00 -1.57 -4.45  -0.33
42 C 0.26 -1.83 -4.78  0.76
43 O 1.24 -1.52 -4.15  -0.55
44 O 0.26 -2.51 -5.92  -0.36
45 C 1.53 -2.76 -6.49  -0.64
46 H -0.80 0.30 -3.56  0.24
47 H -0.73 -1.08 -2.43  0.18
48 H -2.25 -0.60 -3.17  0.28
49 H 1.90 -1.88 -7.02  0.29
50 H 1.38 -3.52 -7.24  0.23
51 H 2.25 -3.05 -5.73  0.30
52 C -1.54 1.15 3.65  -0.86
53 C -0.12 0.68 3.88  0.74
54 O 0.55 0.25 2.96  -0.26
55 C 0.44 0.80 5.27  -1.42
56 H -1.83 1.93 4.35  0.42
57 H -2.20 0.30 3.82  0.28
58 H -1.62 1.50 2.63  0.11
59 H -0.04 0.06 5.93  0.35
60 H 0.23 1.80 5.66  0.46
61 H 1.51 0.58 5.25  0.30

* ΔE to the lowest compared entry with this formula, charge and spin: 0.00 kJ/mol
* net charge: +1
* HOMO: -12.66 eV

---

(2)
The following is a quantum chemistry calculation of a 2-piece molecular cluster, C15H32Br2N3 overall, from the Open Molecules 2025 dataset.

Last column: Mulliken charge in e.
Positions of all 52 atoms, in Å:
1 C 3.43 0.55 1.59  -1.63
2 C 1.99 0.23 2.02  -0.50
3 C 1.67 -1.25 2.12  -0.02
4 N 2.75 -2.01 2.89  -0.09
5 C 2.75 -1.75 4.37  -0.60
6 C 1.35 -1.94 4.95  -0.75
7 N 0.33 -1.19 4.22  -0.27
8 C 0.35 -1.63 2.82  -0.76
9 C -0.85 -1.31 1.98  -0.60
10 Br -1.23 -2.75 0.79  -0.09
11 C -1.59 -0.19 1.99  0.44
12 C -1.38 0.96 2.94  -1.27
13 Br -3.01 0.05 0.78  -0.12
14 H 3.59 1.62 1.67  0.43
15 H 4.17 0.09 2.25  0.38
16 H 3.62 0.23 0.57  0.36
17 H 1.32 0.63 1.26  0.40
18 H 1.78 0.78 2.94  0.37
19 H 1.66 -1.66 1.11  0.52
20 H 2.56 -3.00 2.75  0.45
21 H 3.66 -1.84 2.48  0.44
22 H 3.44 -2.47 4.81  0.46
23 H 3.14 -0.75 4.57  0.31
24 H 1.09 -3.00 4.96  0.38
25 H 1.35 -1.61 5.99  0.42
26 H 0.59 -0.22 4.29  0.34
27 H 0.38 -2.72 2.87  0.93
28 H -2.24 1.62 2.89  0.49
29 H -0.52 1.57 2.65  0.22
30 H -1.31 0.62 3.97  0.32
31 C -3.92 1.25 -3.09  -1.23
32 C -2.88 1.37 -4.19  -0.40
33 N -1.58 1.80 -3.70  0.13
34 C -0.66 2.17 -4.76  -0.67
35 C -0.19 1.08 -5.74  -0.97
36 C -1.03 1.00 -2.62  -0.59
37 C -0.81 -0.50 -2.86  -0.70
38 H -4.02 2.19 -2.54  0.32
39 H -4.89 1.02 -3.53  0.46
40 H -3.69 0.46 -2.38  0.13
41 H -3.22 2.11 -4.91  0.47
42 H -2.83 0.41 -4.73  0.26
43 H 0.22 2.64 -4.30  0.34
44 H -1.14 2.97 -5.34  0.42
45 H 0.54 0.41 -5.29  0.22
46 H 0.29 1.55 -6.60  0.40
47 H -1.02 0.49 -6.11  0.28
48 H -1.69 1.12 -1.76  0.20
49 H -0.08 1.46 -2.32  0.34
50 H -1.65 -0.96 -3.37  0.25
51 H -0.68 -1.01 -1.91  0.10
52 H 0.09 -0.69 -3.45  0.32

* ΔE to the lowest compared entry with this formula, charge and spin: 0.00 kJ/mol
* net charge: +1
* HOMO: -9.78 eV

---

(3)
The following is a quantum chemistry calculation of a 2-piece molecular cluster, C15H32Cl3N2O7P2 overall at a distorted geometry, from the Open Molecules 2025 dataset.

Last column: Mulliken charge in e.
Positions of all 61 atoms, in Å:
1 C -0.62 1.87 -4.47  -0.85
2 C -2.15 1.76 -3.97  -0.31
3 C -2.68 0.25 -3.93  0.58
4 O -2.80 -0.34 -5.02  -0.53
5 O -2.99 -0.31 -2.67  -0.32
6 C -2.59 -1.70 -2.59  -0.77
7 C -2.00 -2.09 -1.16  -0.82
8 C -0.41 -1.78 -1.01  0.88
9 P 0.59 -2.81 -2.30  0.14
10 C -0.34 -4.37 -2.80  -1.00
11 O 0.71 -1.74 -3.67  -0.52
12 C 0.03 -2.34 0.43  -1.47
13 N 0.32 -1.31 1.46  0.20
14 P 2.01 -0.94 1.62  0.75
15 O 2.40 -0.19 2.90  -0.62
16 O 2.87 -2.42 1.68  -0.57
17 O 2.69 -0.08 0.31  -0.54
18 C -0.55 -0.11 1.28  0.09
19 C -0.52 0.92 2.52  -0.77
20 C -1.99 1.36 3.02  -0.91
21 C -2.69 2.47 2.12  -0.27
22 Cl -1.59 3.83 1.58  -0.21
23 C -0.34 0.61 -0.15  -0.42
24 O -1.45 1.43 -0.54  -0.50
25 N -0.05 -0.35 -1.27  0.78
26 H -0.41 2.93 -4.85  0.35
27 H 0.08 1.55 -3.63  0.18
28 H -0.49 1.17 -5.35  0.28
29 H -2.77 2.33 -4.75  0.40
30 H -2.34 2.31 -2.98  0.16
31 H -1.89 -2.04 -3.42  0.33
32 H -3.56 -2.32 -2.71  0.38
33 H -2.12 -3.23 -1.03  0.52
34 H -2.63 -1.60 -0.34  0.32
35 H 0.46 -5.12 -3.15  0.38
36 H -0.99 -4.18 -3.73  0.33
37 H -0.90 -4.88 -1.96  0.35
38 H 1.51 -1.95 -4.19  0.34
39 H -0.85 -2.97 0.84  0.25
40 H 0.88 -3.11 0.28  0.68
41 H 3.64 -2.25 2.26  0.35
42 H 2.80 0.87 0.57  0.35
43 H -1.63 -0.51 1.26  0.01
44 H -0.06 0.33 3.39  0.39
45 H 0.16 1.83 2.33  0.37
46 H -2.68 0.46 3.08  0.35
47 H -1.85 1.72 4.10  0.36
48 H -3.17 1.93 1.23  0.12
49 H -3.55 2.95 2.71  0.43
50 H 0.56 1.31 -0.03  0.49
51 H -1.04 2.15 -1.08  0.42
52 H -0.54 0.03 -2.11  -0.56
53 H 0.96 -0.33 -1.52  0.65
54 Cl 6.63 1.97 5.33  -0.19
55 C 4.88 1.68 5.20  -0.20
56 C 4.10 2.96 5.01  -0.26
57 Cl 4.12 3.99 6.46  -0.19
58 H 4.56 1.14 6.10  0.35
59 H 4.73 1.02 4.35  0.05
60 H 3.05 2.72 4.80  0.09
61 H 4.48 3.54 4.17  0.35

* net charge: +1
* HOMO: -12.11 eV

---

(4)
The following is a quantum chemistry calculation of C15H32ClFN2O6SZn as an isolated structure at a distorted geometry, from the Open Molecules 2025 dataset.

Last column: Mulliken charge in e.
Positions of all 59 atoms, in Å:
1 C 3.05 -0.90 3.54  -1.08
2 C 2.14 -2.13 3.34  -0.73
3 C 1.12 -1.91 2.20  -0.56
4 N 1.58 -2.42 0.92  -0.14
5 C 1.51 -1.56 -0.22  0.67
6 Cl 2.75 -0.25 0.09  -0.12
7 O 0.33 -0.92 -0.37  0.18
8 C -0.83 -1.79 -0.46  -1.52
9 C -1.90 -1.43 0.57  -0.04
10 C -2.91 -0.47 -0.09  0.45
11 C -3.77 0.35 0.88  -1.26
12 S -4.37 -0.59 2.30  1.27
13 O -4.66 -1.89 1.87  -0.57
14 O -5.47 0.12 2.80  -0.60
15 O -3.19 -0.64 3.37  -0.42
16 C 1.98 -2.35 -1.54  0.16
17 O 1.50 -3.64 -1.42  -0.50
18 F 3.33 -2.41 -1.58  -0.35
19 O 1.43 -1.91 -2.68  -0.35
20 C 1.90 -0.68 -3.26  -0.92
21 C 0.88 0.47 -3.23  -0.53
22 C 1.38 1.77 -2.56  -0.97
23 C 0.55 2.22 -1.38  1.24
24 C 0.77 3.71 -1.08  -0.56
25 C -0.55 4.47 -0.81  -0.83
26 N -1.48 3.77 0.08  -0.27
27 H 2.58 -0.01 3.16  0.30
28 H 3.25 -0.74 4.59  0.40
29 H 3.98 -1.05 3.02  0.26
30 H 2.72 -3.02 3.12  0.45
31 H 1.55 -2.23 4.23  0.39
32 H 0.21 -2.44 2.47  0.38
33 H 0.87 -0.85 2.17  0.20
34 H 2.55 -2.71 1.02  0.43
35 H -0.58 -2.84 -0.34  0.60
36 H -1.26 -1.69 -1.45  0.50
37 H -2.40 -2.34 0.85  0.50
38 H -1.46 -1.00 1.46  -0.11
39 H -3.52 -1.07 -0.73  0.35
40 H -2.31 0.19 -0.72  -0.29
41 H -4.66 0.68 0.37  0.45
42 H -3.21 1.21 1.25  0.35
43 H -2.48 -0.04 3.10  0.33
44 H 2.12 -4.15 -0.88  0.43
45 H 2.84 -0.34 -2.85  0.47
46 H 2.08 -0.91 -4.29  0.43
47 H -0.06 0.15 -2.80  0.10
48 H 0.66 0.74 -4.25  0.63
49 H 1.32 2.57 -3.29  0.51
50 H 2.43 1.71 -2.30  0.49
51 H -0.52 2.01 -1.58  -0.75
52 H 0.79 1.68 -0.47  -0.19
53 H 1.34 4.16 -1.88  0.53
54 H 1.35 3.81 -0.17  0.39
55 H -0.99 4.62 -1.81  0.07
56 H -0.31 5.41 -0.33  0.41
57 H -1.01 3.13 0.71  0.34
58 H -2.14 3.21 -0.50  0.39
59 Zn -2.77 3.19 -2.16  0.61

* net charge: +2
* HOMO: -15.06 eV

---

(5)
The following is a quantum chemistry calculation of C15H32ClHoIP3 as an isolated structure at a distorted geometry, from the Open Molecules 2025 dataset.

Last column: Mulliken spin population.
Positions of all 53 atoms, in Å:
1 C -1.54 -0.17 -6.95  0.00
2 I -1.53 -0.02 -4.79  0.00
3 H -0.51 -0.09 -7.28  0.00
4 H -2.15 0.66 -7.32  0.00
5 H -1.98 -1.13 -7.20  0.00
6 Ho 0.16 -0.16 -1.26  4.05
7 P 0.30 2.15 -1.44  -0.01
8 C -1.26 3.11 -1.36  0.00
9 C 1.34 2.93 -0.15  0.00
10 H 1.45 4.01 -0.33  0.00
11 H 1.19 3.81 -3.01  0.00
12 H 2.32 2.45 -0.17  0.00
13 H 2.04 2.23 -3.10  0.00
14 H -1.76 2.91 -0.41  0.00
15 H 0.89 2.76 0.83  0.00
16 C 1.07 2.72 -3.00  0.00
17 H -1.07 4.18 -1.46  0.00
18 H 0.44 2.42 -3.84  0.00
19 H -1.93 2.78 -2.16  0.00
20 P 0.31 -2.46 -1.10  -0.01
21 C -1.24 -3.41 -0.88  0.00
22 C 1.09 -3.25 -2.56  0.00
23 H 2.34 -2.56 0.20  0.00
24 H 1.47 -4.13 0.28  0.00
25 H 0.90 -2.72 1.24  0.00
26 C 1.36 -3.04 0.29  0.00
27 H 2.06 -2.78 -2.72  0.00
28 H 1.22 -4.33 -2.40  0.00
29 H -1.05 -4.48 -0.82  0.00
30 H -1.91 -3.21 -1.72  0.00
31 H 0.46 -3.08 -3.43  0.00
32 H -1.74 -3.08 0.04  0.00
33 Cl 2.53 -0.17 -1.49  -0.02
34 C 1.54 -0.12 1.85  0.00
35 P -0.17 0.45 1.55  -0.01
36 C -1.15 -1.02 1.38  0.00
37 C -0.38 0.84 3.35  0.00
38 C -1.64 0.56 3.93  0.00
39 C -1.85 0.63 5.31  0.00
40 C -0.81 0.98 6.15  0.00
41 C 0.43 1.31 5.62  0.00
42 C 0.66 1.25 4.24  0.00
43 H 1.93 -0.57 0.95  0.00
44 H 1.64 -0.82 2.70  0.00
45 H 2.19 0.78 1.98  0.00
46 H -1.25 -1.12 0.32  -0.01
47 H -2.21 -0.84 1.62  0.00
48 H -0.81 -1.85 2.03  0.00
49 H -2.49 0.27 3.34  0.00
50 H -2.82 0.37 5.72  0.00
51 H -0.97 0.99 7.23  0.00
52 H 1.24 1.58 6.29  0.00
53 H 1.65 1.48 3.90  0.00

* ΔE to the lowest compared entry with this formula, charge and spin: 285.19 kJ/mol
* multiplicity: 5
* net charge: +2
* HOMO (spin up / spin down): -14.43 / -14.44 eV
* ⟨S²⟩: 6.005

---

(6)
The following is a quantum chemistry calculation of C15H32InN2O5P2 as an isolated structure at a distorted geometry, from the Open Molecules 2025 dataset.

Last column: Mulliken charge in e.
Positions of all 57 atoms, in Å:
1 O -3.68 -1.10 2.14  1.09
2 H -3.11 -1.14 2.94  -0.22
3 In -0.44 0.04 -0.54  0.22
4 N -1.08 0.70 -2.69  0.31
5 N -1.05 2.29 -0.70  0.20
6 O -1.51 -0.27 -3.44  -0.78
7 O -1.01 3.32 0.27  -0.50
8 C -1.40 1.96 -3.00  0.19
9 C -1.34 2.84 -1.87  0.44
10 C -1.92 2.38 -4.32  -1.54
11 C -1.63 4.28 -1.83  -1.38
12 H -2.03 1.52 -4.98  0.36
13 H -1.26 3.12 -4.80  0.35
14 H -2.91 2.85 -4.20  0.37
15 H -0.76 4.85 -1.48  0.31
16 H -2.46 4.50 -1.15  0.33
17 H -1.90 4.65 -2.82  0.41
18 H -2.00 -1.06 -2.18  0.41
19 H -0.88 2.87 1.13  0.32
20 O 1.82 1.77 -1.26  -0.49
21 H 2.47 1.68 -1.98  0.27
22 H 1.44 2.66 -1.39  0.25
23 C -4.71 -0.15 2.08  -0.79
24 H -5.62 -0.64 1.73  0.33
25 H -4.41 0.61 1.38  0.07
26 H -4.85 0.30 3.06  0.33
27 O -2.10 -1.11 -1.14  -0.29
28 H -3.85 -2.02 1.84  -0.06
29 H -3.02 -0.83 -0.97  0.20
30 C 1.49 1.71 2.09  -1.22
31 P 0.89 0.05 1.70  0.85
32 C -0.01 -0.50 3.19  -1.08
33 C 2.41 -0.98 1.62  0.30
34 C 3.48 -0.80 2.50  -0.69
35 C 4.65 -1.54 2.34  -0.79
36 C 4.74 -2.51 1.34  -0.75
37 C 3.65 -2.74 0.48  -0.63
38 C 2.50 -1.96 0.60  0.36
39 P 1.07 -2.10 -0.54  0.68
40 C 0.21 -3.61 -0.02  -1.21
41 C 1.76 -2.53 -2.16  -1.35
42 H 0.70 2.29 2.59  0.43
43 H 1.81 2.21 1.17  0.15
44 H 2.35 1.62 2.77  0.43
45 H -0.60 -1.41 2.95  0.16
46 H 0.70 -0.74 3.98  0.43
47 H -0.68 0.30 3.53  0.38
48 H 3.41 -0.06 3.31  0.37
49 H 5.50 -1.35 3.00  0.40
50 H 5.65 -3.09 1.22  0.40
51 H 3.72 -3.51 -0.28  0.29
52 H 0.00 -3.58 1.05  0.34
53 H -0.74 -3.70 -0.57  0.38
54 H 0.84 -4.49 -0.24  0.42
55 H 2.43 -3.39 -2.06  0.48
56 H 2.31 -1.67 -2.58  0.33
57 H 0.92 -2.79 -2.83  0.42

* net charge: +1
* HOMO (spin up / spin down): -6.88 / -7.55 eV

---

(7)
The following is a quantum chemistry calculation of C15H32InNO2P2 as an isolated structure at a distorted geometry, from the Open Molecules 2025 dataset.

Last column: Mulliken charge in e.
Positions of all 53 atoms, in Å:
1 In -0.11 0.45 0.64  0.81
2 P 2.28 -0.51 0.14  0.78
3 C 2.33 -0.64 -1.62  -1.46
4 C 1.14 -1.19 -2.23  0.87
5 N -0.07 -0.80 -1.72  0.31
6 C -1.22 -1.27 -2.25  0.47
7 C -1.21 -2.22 -3.29  -0.88
8 C 0.01 -2.62 -3.82  -0.58
9 C 1.19 -2.08 -3.33  -1.01
10 C -2.53 -0.72 -1.71  -1.16
11 P -2.25 0.86 -0.80  0.67
12 H 2.18 -2.33 -3.70  0.49
13 H -2.17 -2.59 -3.64  0.53
14 H 0.05 -3.36 -4.61  0.46
15 H -3.23 -0.55 -2.55  0.61
16 H -3.00 -1.47 -1.04  0.49
17 H 2.08 1.15 -2.25  0.20
18 H 3.28 -0.82 -2.13  0.61
19 H 1.18 2.82 -1.51  0.54
20 O 1.97 2.07 -2.56  -0.69
21 H 2.89 2.38 -2.67  0.37
22 H 0.30 2.46 -0.12  -0.01
23 O 0.53 3.24 -0.80  -0.38
24 H 0.97 3.98 -0.31  0.45
25 C -2.10 2.05 -2.16  -1.32
26 H -3.05 2.03 -2.72  0.47
27 H -1.95 3.07 -1.79  0.39
28 H -1.29 1.81 -2.87  0.34
29 C -3.83 1.22 0.02  -1.24
30 H -3.73 2.14 0.61  0.40
31 H -4.62 1.35 -0.73  0.43
32 H -4.10 0.41 0.71  0.38
33 C 2.41 -2.27 0.63  -1.26
34 H 3.41 -2.66 0.37  0.45
35 H 2.25 -2.35 1.72  0.41
36 H 1.66 -2.88 0.11  0.37
37 C 3.86 0.23 0.64  -1.24
38 H 3.81 0.40 1.73  0.41
39 H 4.71 -0.44 0.42  0.43
40 H 4.04 1.20 0.15  0.36
41 C -1.52 -0.53 4.80  -1.54
42 C -0.82 0.23 3.67  0.64
43 C 0.58 0.68 4.11  -1.26
44 C -0.77 -0.68 2.41  -1.27
45 H -0.98 -1.46 5.01  0.35
46 H -2.54 -0.79 4.49  0.38
47 H -1.58 0.07 5.71  0.42
48 H -1.41 1.12 3.42  0.13
49 H 1.23 -0.18 4.32  0.30
50 H 1.08 1.30 3.36  0.21
51 H 0.52 1.28 5.03  0.43
52 H -0.08 -1.52 2.56  0.44
53 H -1.77 -1.07 2.19  0.52

* ΔE to the lowest compared entry with this formula, charge and spin: 147.80 kJ/mol
* net charge: +2
* HOMO (spin up / spin down): -14.25 / -13.26 eV

---

(8)
The following is a quantum chemistry calculation of an isolated ion of composition C15H32N3O2Si2 and charge +1 at a distorted geometry, from the Open Molecules 2025 dataset.

Last column: Mulliken charge in e.
Positions of all 54 atoms, in Å:
1 C 2.03 -2.42 2.02  -0.73
2 N 0.65 -2.59 1.49  0.89
3 N -0.22 -3.01 2.39  -1.27
4 C -1.42 -3.10 1.87  -0.33
5 C -1.85 -2.82 0.55  0.35
6 N -3.23 -2.96 0.25  -0.53
7 C -0.86 -2.41 -0.39  0.76
8 C -1.22 -2.09 -1.83  -1.97
9 C -1.86 -0.63 -1.87  -0.49
10 O -1.38 0.06 -0.70  -0.24
11 Si -2.52 1.15 -0.04  0.49
12 C -3.58 1.99 -1.39  -1.09
13 C -1.65 2.58 0.87  -1.04
14 C -3.62 0.33 1.28  -1.00
15 C 0.43 -2.32 0.20  0.82
16 C 1.61 -1.88 -0.68  -1.26
17 C 1.83 -0.34 -0.43  0.37
18 O 3.19 0.04 -0.53  -0.62
19 Si 3.29 1.74 -0.25  0.75
20 C 5.08 2.36 -0.36  -1.05
21 C 2.62 2.27 1.44  -0.83
22 C 2.33 2.68 -1.61  -0.96
23 H 2.07 -2.72 3.08  0.29
24 H 2.37 -1.37 1.96  0.26
25 H 2.70 -3.11 1.49  0.36
26 H -2.19 -3.45 2.57  0.46
27 H -3.39 -2.39 -0.59  0.22
28 H -3.39 -3.94 -0.01  0.32
29 H -0.41 -2.21 -2.55  0.49
30 H -2.00 -2.83 -2.12  0.43
31 H -1.52 -0.10 -2.77  0.27
32 H -2.96 -0.73 -1.86  0.49
33 H -4.19 1.20 -1.86  0.33
34 H -2.85 2.36 -2.14  0.28
35 H -4.20 2.80 -0.99  0.38
36 H -2.40 3.23 1.37  0.38
37 H -1.10 3.23 0.17  0.29
38 H -0.96 2.21 1.65  0.24
39 H -4.36 -0.34 0.80  0.31
40 H -4.20 1.11 1.81  0.41
41 H -2.99 -0.23 1.99  0.24
42 H 2.51 -2.49 -0.55  0.50
43 H 1.32 -1.98 -1.74  0.33
44 H 1.16 0.19 -1.14  0.05
45 H 1.42 -0.11 0.58  0.08
46 H 5.03 3.44 -0.11  0.31
47 H 5.42 2.22 -1.41  0.31
48 H 5.71 1.80 0.35  0.29
49 H 2.49 3.37 1.47  0.37
50 H 3.27 1.95 2.28  0.30
51 H 1.61 1.85 1.65  0.10
52 H 2.91 3.51 -2.04  0.40
53 H 2.10 1.92 -2.39  0.29
54 H 1.34 2.99 -1.23  0.19

* SMILES string: Cn1ncc(=[NH2+])c(CCO[Si](C)(C)C)c1CCO[Si](C)(C)C
* net charge: +1
* HOMO: -12.61 eV